No. 1
Molecular formula: C7H13Cl2N4
Method: DFT, ωB97M-V/def2-TZVPD

```
26
Properties=species:S:1:pos:R:3:forces:R:3:mulliken_spin:R:1
C 0.0885 -0.0186 0.8741 0.977 0.874 -0.474 -0.082
C -1.2837 -1.7918 1.6386 -1.422 -1.383 1.429 -0.002
C 0.3965 -0.9352 3.0255 2.031 -1.835 -1.226 0.020
C 1.4766 1.6704 -2.0144 0.774 -1.454 4.857 0.017
C 0.2366 -0.5602 -1.9524 1.830 -0.356 -4.021 0.013
C -1.0814 1.5861 -1.7133 2.047 -2.291 -1.944 0.055
C 0.2758 0.8295 -1.3748 -0.590 0.800 -3.528 -0.034
N 0.4148 0.8268 -0.0209 -0.080 -0.322 3.876 0.282
N -0.8997 -1.5848 2.8923 1.436 0.670 -1.952 0.014
N 0.3932 0.2030 2.1899 -0.993 -4.603 -3.010 0.705
N -0.5863 -1.2933 0.6602 0.578 0.972 0.370 0.032
Cl -2.7134 -2.7331 1.4024 0.875 0.465 -0.112 0.001
Cl 0.7890 1.7710 2.8592 1.417 5.894 2.633 0.962
H 0.7937 -0.6235 3.9841 -0.944 -0.148 0.674 -0.011
H 1.1642 -1.7258 2.6536 -0.983 1.271 0.360 0.031
H 1.3399 2.7280 -1.9103 -0.038 0.545 0.609 -0.001
H 2.4560 1.3024 -1.4736 -1.780 0.990 -1.097 -0.001
H 1.5748 1.4983 -2.9987 0.179 -0.949 -3.530 0.001
H -0.6577 -1.0723 -2.2354 -1.237 0.282 0.060 -0.001
H 0.8019 -1.2565 -1.4372 1.385 -1.362 1.739 -0.004
H 0.8701 -0.6811 -2.9308 -1.290 0.798 1.362 0.001
H -1.8984 0.9131 -1.5484 -0.687 0.072 0.569 0.000
H -1.0003 2.4573 -1.1779 -0.707 2.166 1.247 -0.002
H -1.0381 1.7765 -2.7976 -0.112 0.131 0.396 0.003
H -1.4684 -1.6573 3.6681 -1.802 -0.480 1.636 0.002
H -0.4442 -1.6291 -0.2623 -0.865 -0.746 -0.925 0.000
```
Positions in Å, forces in eV/Å.

Computed properties:
E_HOMO (spin up / spin down) ... -9.6 / -13.4 eV
Maximum force ... 6.61 eV Å⁻¹
HOMO-LUMO gap (spin up / spin down) ... 5.13 / 7.28 eV
Multiplicity ... 3
Net charge ... +1


No. 2
Molecular formula: C7H13Cl3GeN3O3Pt
Method: DFT, ωB97M-V/def2-TZVPD

```
31
Properties=species:S:1:pos:R:3:forces:R:3:mulliken_spin:R:1
Pt -0.6273 -0.5565 0.0199 1.281 0.244 -0.614 0.057
C 3.7113 -1.0814 -0.0021 1.184 1.848 -0.013 -0.016
C 2.2548 -1.1259 -0.0110 -2.212 -3.123 -0.498 0.207
N 1.3645 -0.1275 0.1857 1.152 0.393 -0.399 0.430
O 1.9107 1.1721 0.3227 -2.386 -0.126 0.820 0.044
C 1.5936 -2.4437 -0.0766 2.889 3.562 1.115 0.318
C 2.3167 -3.7348 -0.0172 -0.250 -0.280 0.004 -0.009
N 0.2599 -2.3410 0.1612 -2.282 1.641 -0.117 0.347
O -0.3845 -3.3822 0.3928 -0.921 -2.331 0.378 0.551
H 4.0505 -1.3647 0.9737 0.381 -0.176 0.866 0.013
H 4.0891 -0.0307 -0.1411 -0.232 -1.124 -0.236 0.002
H 4.1766 -1.8010 -0.6730 -0.105 0.355 -0.346 0.003
H 1.0805 1.6453 0.7140 2.269 -0.945 -0.971 -0.001
H 2.4229 -4.1191 -1.0094 -0.098 -0.420 -0.969 0.034
H 1.7521 -4.5114 0.5335 0.385 0.660 -0.057 0.014
H 3.3527 -3.6167 0.2967 -0.209 0.025 0.503 0.005
N -3.3245 2.5597 -0.5528 0.524 0.170 -0.214 0.003
C -2.6580 1.4145 -0.3156 1.087 -0.730 0.129 0.005
O -1.3986 1.3091 -0.6056 -2.811 0.580 1.157 -0.018
C -3.4083 0.2020 0.3125 0.895 0.075 -0.003 0.000
C -2.5696 -1.0784 -0.0488 -0.673 -0.134 -2.227 -0.009
H -2.8244 3.4022 -0.8779 -0.418 -0.915 0.301 -0.002
H -4.3137 2.6734 -0.3447 0.570 -0.331 -0.016 -0.001
H -4.4814 0.2815 0.0307 0.580 -0.376 0.071 -0.001
H -3.3356 0.2858 1.4132 -0.137 0.420 -0.408 -0.002
H -2.8411 -1.4188 -1.0871 0.251 0.711 0.361 0.006
H -2.6941 -2.0368 0.4252 -0.678 0.137 1.301 0.003
Cl -1.8049 5.5127 -0.2924 0.919 -0.227 -0.135 0.125
Ge 0.2186 4.5581 -0.4279 -0.292 0.351 0.689 0.597
Cl 1.6712 6.1531 -0.8829 -0.594 -0.691 0.350 0.149
Cl 0.4402 3.6012 1.5845 -0.069 0.758 -0.820 0.143
```
Positions in Å, forces in eV/Å.

Computed properties:
E_HOMO (spin up / spin down) ... -5.4 / -8.0 eV
Maximum force ... 4.72 eV Å⁻¹
HOMO-LUMO gap (spin up / spin down) ... 5.21 / 4.38 eV
Multiplicity ... 4
Relative energy (zero: lowest compared OMol25 entry of this formula, charge and spin) ... 0.000 eV
Net charge ... 0


No. 3
Molecular formula: C7H13ClF3N3O
Method: DFT, ωB97M-V/def2-TZVPD

```
28
Properties=species:S:1:pos:R:3:forces:R:3:mulliken_charge:R:1
C 0.3171 -0.5265 0.7308 1.706 -1.543 0.468 -0.073
C 1.1877 -1.8684 -1.3405 -3.161 3.854 0.254 -1.550
C 1.4176 -2.7291 0.9624 -0.573 -3.539 -1.320 -1.745
C -0.8393 -2.6117 0.1255 1.047 3.392 -4.063 -2.087
C -2.1422 3.1909 0.6311 -4.344 1.341 -5.296 -0.441
C 0.5076 -1.8765 0.1092 1.056 -1.972 -1.791 2.075
C 0.9326 2.5909 -0.2798 -4.852 -0.625 0.338 0.740
N -0.3339 0.3205 -0.0732 -0.739 2.645 -0.506 0.088
N -1.6395 2.1533 -0.2061 -0.265 -0.075 3.447 -0.257
N -0.4933 1.6195 0.3587 2.805 2.488 -0.862 -0.313
O 0.7179 -0.3125 1.8587 -0.717 0.847 -0.352 -0.656
F 0.5822 3.0060 -1.5196 0.069 0.024 0.434 -0.268
F 1.9058 1.7750 -0.4167 1.715 -0.452 0.624 -0.193
F 1.1043 3.6628 0.4868 0.531 -1.212 -0.361 -0.209
Cl -1.7495 4.8946 -0.1352 -0.104 -0.600 0.460 -0.246
H 1.3080 -2.8024 -1.8160 -0.003 -1.147 -0.178 0.443
H 2.1171 -1.3665 -1.1779 0.858 0.169 -0.329 0.468
H 0.5386 -1.1473 -2.0722 1.549 -1.829 1.377 0.280
H 1.8433 -2.2075 1.7020 1.784 2.127 2.681 0.481
H 0.8480 -3.5330 1.5002 0.340 0.610 -0.503 0.349
H 2.2333 -3.2846 0.4297 -0.770 0.637 0.078 0.327
H -0.6003 -3.5099 -0.3263 -0.293 -2.244 -0.419 0.498
H -1.5050 -2.0121 -0.5240 -0.248 -0.623 0.392 0.387
H -1.1014 -2.5666 1.0878 -1.685 -0.640 3.578 0.646
H -3.3199 3.2494 0.5945 2.445 -0.317 0.203 0.284
H -1.7906 3.2632 1.5648 1.520 -0.399 3.252 0.402
H -0.3874 0.3261 -1.0787 0.276 -1.397 -0.123 0.314
H -1.6587 2.3023 -1.1758 0.054 0.479 -1.482 0.257
```
Positions in Å, forces in eV/Å.

Computed properties:
E_HOMO ... -9.6 eV
Maximum force ... 6.98 eV Å⁻¹
HOMO-LUMO gap ... 10.16 eV
Relative energy (zero: lowest compared OMol25 entry of this formula, charge and spin) ... 1.159 eV
Net charge ... 0


No. 4
Molecular formula: C7H13ClN2O
Method: DFT, ωB97M-V/def2-TZVPD

```
24
Properties=species:S:1:pos:R:3:forces:R:3:mulliken_charge:R:1
C -2.3154 -0.8432 -0.9492 -3.737 -2.600 -1.067 -0.887
N -1.9807 -0.3434 0.3737 -1.161 3.729 -3.090 0.038
C -1.5011 1.1251 0.2873 -3.769 0.869 0.280 -0.951
C -0.3759 1.3241 -0.6414 3.405 0.745 0.107 -0.352
N 0.7417 0.5012 -0.0772 0.328 0.316 -0.809 0.226
C 1.9923 0.9878 0.0322 -1.076 0.351 1.484 0.547
O 2.2496 2.1485 -0.2359 0.678 -0.370 -0.235 -0.644
C 3.0064 0.1189 0.8133 3.451 3.158 -2.690 -0.526
Cl 3.9284 -0.9317 -0.5036 -0.800 0.993 1.276 -0.208
C 0.4900 -0.8754 0.0687 0.500 -3.537 2.102 -0.332
C -0.9178 -1.0763 0.7575 2.348 -4.602 -1.664 -1.198
H -1.5367 -1.2124 -1.6925 -0.457 1.396 0.876 0.284
H -2.9158 -1.8999 -0.8475 1.335 2.262 0.332 0.309
H -3.1569 -0.2188 -1.3480 1.221 -0.267 -0.332 0.313
H -1.4569 1.5684 1.3152 0.887 -0.824 -0.694 0.317
H -2.3422 1.7681 -0.1002 0.342 -0.978 0.051 0.331
H 0.0957 2.3716 -0.7807 -1.210 -1.520 0.646 0.369
H -0.5525 0.9623 -1.6512 -0.434 -0.073 -0.071 0.269
H 2.9022 -0.5397 1.6195 -1.047 -0.725 0.922 0.379
H 3.7017 1.0191 1.1075 -0.713 -2.226 -0.423 0.328
H 1.1833 -1.4113 0.8740 -1.211 1.541 -1.460 0.303
H 0.7761 -1.5303 -0.7877 -0.823 0.774 -0.118 0.158
H -0.7486 -0.8480 1.7151 0.905 0.433 4.081 0.561
H -1.2669 -2.1647 0.6507 1.038 1.155 0.494 0.364
```
Positions in Å, forces in eV/Å.

Computed properties:
E_HOMO ... -9.0 eV
Maximum force ... 5.43 eV Å⁻¹
HOMO-LUMO gap ... 9.66 eV
SMILES ... CN1CCN(C(=O)CCl)CC1
Relative energy (zero: lowest compared OMol25 entry of this formula, charge and spin) ... 2.336 eV
Net charge ... 0


No. 5
Molecular formula: C7H13ClN4Si
Method: DFT, ωB97M-V/def2-TZVPD

```
26
Properties=species:S:1:pos:R:3:forces:R:3:mulliken_charge:R:1
C -2.4252 0.2127 -0.6521 0.137 0.479 1.234 -1.121
Si -0.7429 0.4495 -1.4170 2.967 -0.217 0.701 0.477
C -0.1426 -1.0534 -2.4575 3.671 2.096 0.145 -1.008
C -0.4727 2.1791 -2.1426 2.208 -0.880 -0.272 -1.029
N 0.8750 0.5172 0.1592 -1.974 -0.019 -0.678 0.205
N 1.8209 1.3687 -0.2091 0.789 1.008 -0.557 -0.720
Cl 2.9925 0.6328 -1.5071 0.103 -0.195 0.131 -0.221
C 0.8939 -0.1572 1.3785 -0.481 -0.205 -0.558 0.866
C -0.2155 -0.9350 1.7107 0.353 -1.788 0.089 -0.273
C -0.1080 -1.6452 2.9367 -1.643 0.244 -1.830 -0.298
C 1.0279 -1.5606 3.6766 -0.067 1.819 -0.995 -0.471
N 1.9655 -0.7063 3.3019 1.615 -0.480 1.707 -0.675
N 1.9296 -0.0259 2.2273 -0.087 1.124 -1.835 -0.197
H -2.7390 -0.8395 -0.4749 0.194 0.809 -0.144 0.351
H -2.4898 0.8170 0.3060 0.113 -0.863 -0.907 0.340
H -3.1065 0.7272 -1.3244 -0.319 -0.187 -0.249 0.405
H 0.1374 -0.6775 -3.4761 -0.492 -0.199 0.701 0.330
H 0.8611 -1.5733 -2.1363 -2.213 0.979 -0.097 0.282
H -0.9450 -1.6867 -2.5294 -1.760 -2.006 -0.288 0.399
H -1.0627 2.8488 -1.5837 -1.048 1.022 0.400 0.356
H 0.5873 2.4557 -1.8470 -0.979 -0.489 -0.230 0.302
H -0.4984 2.3758 -3.2391 -0.443 -0.484 0.820 0.366
H 2.5428 1.6603 0.4745 -0.888 -0.840 0.149 0.386
H -0.9272 -1.1950 0.8713 0.424 0.518 1.629 0.120
H -0.9217 -2.2340 3.3196 -0.305 -0.330 -0.220 0.367
H 1.1633 -1.9553 4.6338 0.125 -0.917 1.154 0.464
```
Positions in Å, forces in eV/Å.

Computed properties:
E_HOMO ... -7.9 eV
Maximum force ... 4.23 eV Å⁻¹
HOMO-LUMO gap ... 8.35 eV
SMILES ... C[Si](C)(C)N(NCl)c1cccnn1
Relative energy (zero: lowest compared OMol25 entry of this formula, charge and spin) ... 1.423 eV
Net charge ... 0


Look up the net charge of the first one. +1